Formula: C47H57AsCsF6N8O3SSi2Te
Source: the OMol25 dataset
Level of theory: wB97M-V/def2-TZVPD

```
! wB97M-V def2-TZVPD RIJCOSX def2/J DEFGRID3
* xyz -1 1
Cs -0.55116 0.33259 0.02670
C -0.75458 0.04587 4.41918
N 0.51090 -0.07032 3.73556
C 1.26978 1.16488 3.62488
C 2.45952 0.95435 2.74525
N 2.45183 0.24394 1.65924
C 3.74133 0.34468 1.14332
C 4.28622 -0.21363 -0.00894
C 5.60554 0.07952 -0.29421
C 6.37326 0.90837 0.53672
C 5.84498 1.46747 1.68618
C 4.51835 1.16611 1.96721
N 3.67373 1.53120 3.00224
C -1.70043 1.09970 3.90827
N -1.72868 1.56822 2.69877
C -2.79295 2.45872 2.66543
C -3.28669 3.21044 1.60304
C -4.38388 4.01440 1.84639
C -4.98430 4.07157 3.11282
C -4.51100 3.32061 4.17410
C -3.40877 2.51349 3.92117
N -2.67985 1.63657 4.70610
H -0.57684 0.22566 5.48702
H -1.26503 -0.91829 4.33929
H 0.41081 -0.50709 2.82721
H 1.59871 1.47154 4.62432
H 0.67793 1.99009 3.20611
H 3.68919 -0.84924 -0.65207
H 6.05461 -0.33370 -1.18852
H 7.40177 1.12008 0.27061
H 6.43452 2.11423 2.32410
H 3.87315 2.17363 3.74636
H -2.83229 3.14002 0.62255
H -4.79909 4.60579 1.04086
H -5.84516 4.71119 3.26080
H -4.98497 3.35834 5.14684
H -2.85504 1.39427 5.66417
F 1.02716 4.74551 -4.73876
C 0.05695 3.81980 -4.93475
C -0.65112 3.37717 -3.86664
C -1.61877 2.39934 -4.06086
C -2.09687 1.70229 -2.85313
O -1.46055 1.91679 -1.82895
C -3.14602 0.73479 -3.05100
C -3.48007 0.44173 -4.33215
N -2.93320 0.99715 -5.46276
C -3.20061 0.38698 -6.73466
C -4.62655 0.16207 -7.11850
C -3.82192 1.22475 -7.81335
C -1.91535 1.93408 -5.33867
C -1.09234 2.32909 -6.41497
C -0.07840 3.24886 -6.20560
N 0.97006 3.42883 -7.18848
C 1.19062 4.80975 -7.61624
C 2.34684 4.88916 -8.59018
N 3.56823 4.31988 -7.93196
C 3.33987 2.87403 -7.60038
C 2.18069 2.79709 -6.64155
C -3.65754 -0.23468 -1.95970
O -4.45357 -1.10366 -2.34352
O -3.16851 -0.05636 -0.81569
H -0.40178 3.69110 -2.85967
H -4.18584 -0.36343 -4.49372
H -2.47645 -0.36645 -7.03064
H -5.38073 0.48721 -6.41590
H -4.85900 -0.74858 -7.65091
H -4.03785 2.25361 -7.55985
H -3.50277 1.05565 -8.83270
H -1.18437 1.87199 -7.38961
H 1.39042 5.49837 -6.79082
H 0.29328 5.16290 -8.12685
H 2.55942 5.92036 -8.86527
H 2.16899 4.29268 -9.48475
H 3.76325 4.81842 -7.04695
H 4.38865 4.43333 -8.52328
H 4.24619 2.47961 -7.14554
H 3.13347 2.36434 -8.54104
H 2.48348 3.22940 -5.67557
H 1.96733 1.74689 -6.45372
C 2.44459 -5.51260 -3.51862
Si 1.17883 -4.58918 -2.44820
C -0.47162 -4.82899 -3.34855
C 1.04767 -5.60760 -0.85821
As 1.79433 -2.44767 -1.88265
Si 1.25797 -1.46277 -3.87181
C -0.59766 -1.25698 -4.14609
C 1.91353 -2.24188 -5.48057
C 1.88877 0.31653 -3.89298
H 2.13367 -6.54697 -3.70336
H 3.41519 -5.52496 -3.01754
H 2.57970 -5.01606 -4.48247
H -0.71413 -5.89509 -3.41622
H -0.43074 -4.43163 -4.36604
H -1.28558 -4.32227 -2.82516
H 0.76716 -6.64421 -1.07153
H 0.30099 -5.18078 -0.18497
H 2.00501 -5.61264 -0.33132
H -1.13141 -2.20641 -4.20694
H -0.81380 -0.67150 -5.04664
H -0.99334 -0.71870 -3.28055
H 1.47886 -3.22967 -5.65439
H 2.99927 -2.35865 -5.44059
H 1.65961 -1.61022 -6.34277
H 1.63169 0.86669 -2.98376
H 1.42818 0.84775 -4.73032
H 2.97708 0.36881 -3.98680
F 3.62788 7.20299 -5.14605
C 3.43517 6.27559 -4.17943
C 2.78073 6.57719 -2.99955
F 2.36053 7.83634 -2.79124
C 2.53781 5.58939 -2.06269
F 1.87905 5.96555 -0.95997
C 2.92122 4.24086 -2.21716
S 2.56047 2.99822 -1.09440
C 3.60238 3.99422 -3.43070
F 4.00971 2.75326 -3.74766
C 3.83882 4.97099 -4.37048
F 4.43429 4.64245 -5.57251
C -2.65593 -3.58718 2.92503
Te -3.14614 -2.05656 1.49300
C -2.09678 -3.06125 -0.07228
H -2.93696 -4.56192 2.53003
H -3.22596 -3.40118 3.83560
H -1.59287 -3.58322 3.15931
H -2.30475 -4.12122 0.06340
H -1.02451 -2.87566 -0.03371
H -2.51567 -2.70992 -1.01265
*
```

Output
HOMO level (Ha): -0.1063
Orbital gap (eV): 3.5940
Largest force on an atom (eV/Å): 1.3
E_tot (eV): -179305.2729
Energy relative to the best compared isomer or geometry (same formula, charge and spin) (eV): 0.599

Results of the Löwdin charge analysis, in e, for atoms 1 through 5:
1. Cs 0.885
2. C -0.154
3. N -0.039
4. C -0.154
5. C -0.321